Entry 1:
The following is a DFT calculation (ωB97M-V/def2-TZVPD) of a 8-piece molecular cluster, C24H48O12 overall.

XYZ file:
```
84
Properties=species:S:1:pos:R:3:forces:R:3:lowdin_charge:R:1
C 4.006850 2.234526 2.629773 0.32 0.54 -1.73 -0.057
O 3.378061 2.726221 3.783811 0.23 -0.02 0.63 0.025
C 2.053150 2.763665 3.795902 -0.54 -0.31 -0.19 -0.606
O 1.323750 2.604560 2.847977 0.17 -0.02 -0.13 0.106
O 1.647890 2.978478 5.034394 0.39 0.19 0.51 0.022
C 0.248021 2.869658 5.257243 -0.62 -0.87 -0.38 -0.030
H 3.807560 1.187297 2.401738 0.02 -0.11 0.56 0.094
H 5.070996 2.442326 2.709653 -0.01 -0.31 0.43 0.099
H 3.706118 2.775609 1.722556 -0.29 0.09 0.28 0.090
H -0.305100 3.563803 4.628519 0.03 0.29 0.29 0.085
H 0.064972 2.966934 6.321015 0.17 0.50 0.00 0.098
H -0.106171 1.868570 4.988844 0.16 0.05 -0.14 0.094
C -2.021373 2.197198 2.142994 1.06 -0.07 -0.94 -0.023
O -3.205808 1.478464 2.450069 -0.58 1.00 -0.34 -0.010
C -3.126961 0.580206 3.413680 -0.13 -0.32 0.17 -0.631
O -2.117836 0.192314 3.919966 0.54 -0.15 0.37 0.137
O -4.323501 0.107517 3.764013 -0.05 -0.16 0.26 0.016
C -5.483486 0.701164 3.202072 -0.49 0.01 -0.88 -0.050
H -1.217686 1.484411 1.962086 0.12 0.09 0.24 0.079
H -1.696543 2.925978 2.883170 -0.31 -0.30 0.43 0.088
H -2.156847 2.753779 1.217841 -0.44 -0.15 0.00 0.083
H -5.610222 0.401903 2.156830 0.22 0.05 0.03 0.096
H -5.432577 1.787114 3.226875 -0.11 -0.03 0.21 0.097
H -6.359235 0.316982 3.716772 0.22 0.06 0.41 0.094
C -3.375945 -4.542935 -0.636331 0.40 0.20 0.42 -0.010
C -2.228404 -3.559340 -0.593957 0.28 -0.43 -0.93 -0.472
O -1.157773 -3.865448 -0.114599 -0.16 0.24 0.23 0.038
C -2.436310 -2.250302 -1.331782 0.08 -0.03 0.83 0.001
H -3.865307 -4.466432 -1.603939 -0.33 -0.06 0.15 0.080
H -4.038115 -4.294567 0.197222 -0.32 0.00 -0.26 0.091
H -3.002850 -5.550598 -0.469718 0.05 0.01 -0.05 0.086
H -1.484650 -1.729522 -1.417902 -0.03 -0.02 -0.28 0.063
H -3.106341 -1.618038 -0.740832 -0.10 -0.02 -0.08 0.090
H -2.918041 -2.442778 -2.287009 0.12 0.11 -0.12 0.086
C 0.838390 -1.271124 0.426717 -0.07 0.38 -0.08 -0.009
C 1.053299 -0.154536 -0.556653 -0.36 0.85 -0.38 -0.473
O 0.848534 -0.254957 -1.749538 0.04 -0.45 0.04 0.045
C 1.424016 1.203717 0.013937 0.15 -0.58 0.07 -0.012
H 1.765426 -1.458830 0.970528 -0.04 -0.07 0.06 0.084
H 0.444736 -2.168430 -0.040969 0.12 -0.05 -0.02 0.046
H 0.106054 -0.896007 1.148902 0.06 -0.14 0.15 0.096
H 0.554672 1.650723 0.496929 0.00 -0.02 0.05 0.069
H 1.766231 1.866835 -0.775863 0.04 -0.04 -0.05 0.080
H 2.185236 1.068476 0.780044 -0.02 0.22 0.06 0.053
C 2.613390 -4.717512 0.985407 0.08 0.32 -0.70 -0.022
C 1.441101 -5.671535 0.974028 0.46 -0.60 0.77 -0.499
O 1.434875 -6.616288 0.222451 -0.28 0.16 -0.37 0.063
C 0.427902 -5.572091 2.106610 0.69 -0.10 -0.38 -0.017
H 2.314791 -3.712277 0.677335 -0.17 0.01 0.26 0.055
H 3.347471 -5.045167 0.249509 0.00 -0.15 0.10 0.080
H 3.079732 -4.662501 1.968347 -0.12 0.02 0.08 0.083
H 0.457283 -6.554505 2.578792 -0.23 0.02 0.08 0.087
H -0.559031 -5.379550 1.697913 -0.05 0.12 0.13 0.060
H 0.760204 -4.825099 2.824808 -0.37 0.14 0.03 0.074
C 0.388760 0.862725 -5.064386 0.20 0.67 0.21 -0.024
C -0.343720 2.157308 -4.788817 0.25 0.35 -1.09 -0.505
O -1.272174 2.537500 -5.466355 -0.06 -0.21 0.11 0.066
C 0.164217 2.990629 -3.652474 -0.87 0.20 0.93 -0.029
H 1.443882 1.073093 -4.878695 0.04 -0.40 0.21 0.081
H 0.291344 0.547547 -6.098851 -0.38 -0.10 0.05 0.082
H 0.013871 0.135145 -4.343793 0.25 -0.25 -0.11 0.075
H -0.051308 2.401453 -2.751179 0.42 0.09 0.09 0.080
H -0.447840 3.888866 -3.565947 0.02 0.00 -0.15 0.077
H 1.210847 3.284764 -3.668501 0.14 -0.38 -0.19 0.084
C 1.232459 -3.779169 -2.687982 0.59 -0.23 0.02 -0.011
C 1.051327 -4.053447 -4.160989 0.27 0.44 -0.42 -0.487
O 0.337819 -4.919109 -4.605160 -0.20 0.02 0.24 0.069
C 1.916518 -3.208475 -5.094523 -0.19 -0.01 -0.23 -0.021
H 0.368176 -3.986846 -2.064714 -0.13 -0.03 -0.16 0.064
H 1.637702 -2.785308 -2.497976 -0.26 0.11 -0.07 0.067
H 2.026383 -4.474771 -2.386231 -0.10 -0.06 0.12 0.096
H 1.579106 -2.168913 -5.131346 -0.01 0.00 0.38 0.068
H 1.846245 -3.565975 -6.120617 0.02 -0.27 0.11 0.078
H 2.958881 -3.215904 -4.771569 -0.02 0.05 0.06 0.082
C 1.123203 5.261590 0.625305 -1.26 0.67 0.53 -0.008
C -0.168200 5.371725 -0.184338 0.80 -0.98 -1.07 -0.482
O -0.924799 4.428755 -0.263195 -0.23 0.17 0.43 0.049
C -0.332973 6.562826 -1.097876 -0.04 0.17 0.66 -0.021
H 0.900200 4.773864 1.573853 0.09 -0.35 -0.16 0.065
H 1.466434 6.264510 0.878908 0.53 -0.12 -0.31 0.075
H 1.816130 4.660443 0.042965 0.26 0.15 0.06 0.086
H -0.001053 7.446197 -0.548208 -0.29 0.22 -0.25 0.078
H -1.368362 6.608664 -1.424341 0.00 0.22 0.03 0.085
H 0.302344 6.482214 -1.981126 0.13 -0.23 0.08 0.089
```
Positions in Å, forces in eV/Å.

Results
**HOMO-LUMO gap**: 9.5 eV
**Structure (SMILES)**: COC(=O)OC.COC(=O)OC.CC(C)=O.CC(C)=O.CC(C)=O.CC(C)=O.CC(C)=O.CC(C)=O
**Net charge**: 0
**E**: -50235.713 eV
**Largest force on an atom**: 1.84 eV/A
**Energy above the lowest of the compared OMol25 structures with the same formula, charge and spin**: 0.000 eV
**HOMO**: -0.339 hartree

Entry 2:
The following is a DFT calculation (ωB97M-V/def2-TZVPD) of one molecule with the formula C6H11Cl.

XYZ file:
```
18
Properties=species:S:1:pos:R:3:forces:R:3:mulliken_spin:R:1
C -0.210006 1.416314 1.637908 -2.33 9.74 9.06 1.198
C -0.153082 0.320919 0.958146 3.25 -9.05 -10.95 0.491
C -0.786052 -0.937716 1.193737 -0.23 -1.09 1.73 -0.019
C 1.529313 -0.675802 -0.816351 -0.57 -0.97 -0.37 0.057
C -0.778411 0.130285 -1.532510 0.52 3.17 -0.23 0.031
C 0.409129 0.366535 -0.609923 0.31 -0.21 2.59 0.112
Cl 1.328912 1.942316 -0.758951 -0.62 0.02 -0.57 0.008
H 0.078799 2.464261 1.460460 -0.24 -1.10 -0.28 -0.012
H -0.721294 1.207200 2.636472 0.78 1.00 -1.00 0.002
H -1.747890 -1.092819 0.674379 -0.28 0.10 0.02 0.078
H -0.122393 -1.794398 0.779196 -1.04 1.06 1.23 0.053
H -1.045141 -0.919705 2.319428 0.51 -0.96 -1.54 0.007
H 2.137709 -0.394826 -1.722470 -0.78 -0.50 0.77 0.004
H 2.236394 -0.546786 0.084344 -1.12 -1.10 -1.32 -0.022
H 0.940990 -1.728427 -1.047029 2.15 2.28 1.00 0.000
H -1.050792 -0.869008 -1.379288 -0.99 -1.27 0.38 0.003
H -0.473654 0.193530 -2.579192 -0.07 0.28 -0.04 0.000
H -1.572529 0.918126 -1.298356 0.75 -1.40 -0.49 0.009
```
Positions in Å, forces in eV/Å.

Results
**HOMO-LUMO gap (alpha / beta)**: 5.8 / 8.0 eV
**Net charge**: 0
**E**: -18916.197 eV
**Largest force on an atom**: 14.58 eV/A
**Energy above the lowest of the compared OMol25 structures with the same formula, charge and spin**: 1.266 eV
**HOMO (alpha / beta)**: -0.183 / -0.376 hartree
**Spin multiplicity**: 3

Entry 3:
The following is a DFT calculation (ωB97M-V/def2-TZVPD) of C8H32F2FeN17O12S2 as an isolated structure.

XYZ file:
```
74
Properties=species:S:1:pos:R:3:forces:R:3:mulliken_spin:R:1
Fe 6.196601 5.046144 -9.797676 -0.47 1.03 -0.65 5.988
N 7.184950 3.966454 -8.535699 -1.52 -0.03 0.28 -0.063
S 8.654342 3.991250 -7.845026 -0.14 -0.95 1.40 0.371
O 9.553641 3.205387 -8.662081 -0.82 0.07 0.55 0.064
O 8.858209 4.069550 -6.411394 0.44 0.48 0.02 0.129
F 9.019873 5.516254 -8.175199 -0.04 -0.10 -0.77 -0.011
S 6.869326 2.515464 -7.596029 1.75 -0.85 0.89 0.350
O 6.328652 2.730575 -6.273180 -0.74 0.33 -0.62 0.072
O 7.661831 1.302233 -7.817864 -0.83 -0.59 -0.85 0.158
F 5.590271 2.043277 -8.472731 -0.03 0.92 0.08 0.016
C 10.095194 0.569841 -10.564068 0.35 1.47 2.91 0.003
O 10.425860 0.360624 -9.367232 -0.02 -0.03 -1.03 0.003
N 8.802556 0.755988 -10.903455 -0.75 -0.14 -1.66 0.001
N 11.005399 0.899536 -11.513282 -0.71 -0.55 -0.27 0.000
H 7.983851 0.801454 -10.315563 0.68 -0.36 0.74 0.001
H 8.575290 0.749392 -11.886666 0.02 0.05 0.05 -0.001
H 10.643750 1.430248 -12.285284 0.47 0.05 -0.23 0.000
H 11.969782 0.995515 -11.258180 0.05 -0.02 0.01 0.000
C 12.489218 4.305619 -10.490062 -1.13 0.26 -0.26 0.001
O 12.217884 3.879155 -11.624767 0.88 0.20 0.00 -0.001
N 13.547419 5.075802 -10.179842 0.92 0.05 -0.25 0.000
N 11.564392 4.157834 -9.511703 0.92 -0.39 -0.09 -0.005
H 13.814822 5.225469 -9.224972 -0.09 0.10 0.05 0.000
H 14.252830 5.259481 -10.873826 -0.11 -0.16 -0.07 0.000
H 10.826233 3.482317 -9.661157 0.54 0.45 -0.14 -0.014
H 11.794918 4.225640 -8.538024 0.09 0.40 0.03 0.001
C 8.881608 5.416187 -11.570942 -0.23 -0.90 -0.15 0.144
O 7.869152 5.638970 -10.850908 0.36 0.46 -0.03 -0.107
N 9.335380 6.311462 -12.486566 -0.66 0.43 0.25 0.002
N 9.536506 4.251552 -11.546426 0.04 -0.58 -0.04 0.007
H 9.763879 5.919169 -13.308885 0.17 0.00 0.04 0.003
H 8.670354 7.047864 -12.676921 0.19 0.11 0.04 0.000
H 9.184475 3.499271 -10.972665 -0.30 0.32 0.21 -0.008
H 10.544888 4.157092 -11.762425 -0.33 0.23 -0.28 -0.005
C 3.559523 4.224881 -8.188339 0.89 -0.53 0.36 0.045
O 4.216118 4.644717 -9.174247 0.08 0.05 0.50 -0.068
N 2.505907 3.411100 -8.351828 -0.16 0.28 -0.21 0.005
N 3.877496 4.451924 -6.886379 -0.71 0.36 -0.92 0.003
H 2.146418 2.919878 -7.555023 -0.23 -0.12 -0.12 0.003
H 2.165484 3.206767 -9.274939 0.02 0.03 0.01 -0.003
H 4.784525 4.752270 -6.574389 0.06 -0.12 0.08 -0.001
H 3.112093 4.308882 -6.253044 0.45 0.00 0.65 0.003
C 6.440757 7.378070 -7.577005 -0.04 0.32 0.63 0.011
O 6.218184 6.804192 -8.661036 0.23 -1.07 -0.57 -0.077
N 7.597623 8.027640 -7.311756 -0.85 -0.27 -0.16 0.008
N 5.517149 7.420959 -6.592155 0.38 0.11 -0.57 0.007
H 7.581366 8.668586 -6.541157 0.60 0.04 0.03 0.001
H 8.409484 7.865816 -7.877664 0.01 0.21 -0.11 -0.001
H 4.669521 6.889336 -6.671168 -0.20 0.22 -0.08 -0.001
H 5.669508 8.015993 -5.798994 -0.24 -0.23 0.27 0.001
C 10.966366 1.915259 -6.298234 1.13 1.50 1.57 -0.079
O 11.142369 2.164528 -5.065663 -0.49 -0.61 -1.68 0.470
N 9.808106 1.376320 -6.713503 -0.01 -1.04 0.65 0.695
N 11.805271 2.227187 -7.284507 0.83 -0.19 -0.60 -0.054
H 9.693969 1.138219 -7.709201 -0.34 -0.41 -0.17 -0.029
H 9.155838 1.075922 -5.994874 -0.21 0.01 -0.26 -0.047
H 12.626370 2.788193 -7.142939 0.06 -0.31 0.55 0.004
H 11.702068 1.800960 -8.203878 -0.24 0.04 0.25 0.002
C 4.646285 -1.437970 -6.266698 -1.22 0.42 -0.29 0.000
O 4.336600 -1.271333 -5.091363 0.72 -0.19 -0.90 0.000
N 4.276828 -0.573948 -7.275700 0.24 -0.33 0.42 0.001
N 5.294843 -2.542202 -6.764455 0.13 0.16 1.68 0.000
H 3.806885 0.286357 -7.073668 0.11 -0.01 0.06 -0.001
H 4.540733 -0.818243 -8.206812 -0.07 0.42 -0.30 0.000
H 5.429978 -3.236066 -6.045544 0.17 -0.26 -0.49 0.000
H 5.383076 -2.747891 -7.734997 -0.01 -0.18 -0.16 0.000
C 5.906970 4.891886 -3.581611 -2.44 1.51 0.76 0.001
O 4.946364 5.632143 -3.249020 1.47 -0.45 -0.57 0.000
N 5.902562 3.620774 -3.177857 0.00 -1.52 0.44 0.000
N 6.931673 5.331243 -4.343343 -0.55 -0.78 0.25 0.000
H 5.126051 3.337807 -2.605646 -0.07 0.12 -0.12 0.000
H 6.537250 2.887302 -3.440279 0.20 0.30 -0.19 0.000
H 7.007536 6.329981 -4.313553 0.66 -0.14 -0.56 0.000
H 7.512758 4.606425 -4.737160 0.69 0.88 -0.30 0.001
```
Positions in Å, forces in eV/Å.

Results
**HOMO-LUMO gap (alpha / beta)**: 5.4 / 4.7 eV
**Net charge**: +1
**E**: -120203.286 eV
**Largest force on an atom**: 3.28 eV/A
**Energy above the lowest of the compared OMol25 structures with the same formula, charge and spin**: 0.000 eV
**HOMO (alpha / beta)**: -0.276 / -0.426 hartree
**Spin multiplicity**: 9

Entry 4:
The following is a DFT calculation (ωB97M-V/def2-TZVPD) of a 2-piece molecular cluster, C4H14N overall.

XYZ file:
```
19
Properties=species:S:1:pos:R:3:forces:R:3:mulliken_spin:R:1
C -1.854945 -2.820983 5.238119 -3.81 -1.32 -0.86 0.000
C -0.583470 -3.639751 5.204455 0.44 4.20 -0.59 0.000
H -1.767728 -1.697852 5.298959 -0.13 -1.35 0.00 0.000
H -2.526388 -3.129473 4.307599 1.01 1.00 1.89 0.000
H -2.402979 -3.330707 6.178729 0.68 2.04 -1.92 0.000
H -0.947123 -4.491370 5.596376 0.05 -3.43 1.27 0.000
H -0.111743 -2.966907 5.942804 1.52 -1.40 -0.34 0.000
H -0.133856 -3.758511 4.212207 0.24 0.25 0.54 0.000
C -0.071077 3.247131 -3.639452 3.36 -0.43 1.78 0.113
C 0.555522 1.915720 -4.018060 0.60 -1.57 0.90 0.189
N 2.076777 1.866263 -3.830986 1.01 0.63 -0.75 2.139
H -1.050816 3.013459 -3.361199 -1.53 0.19 1.01 0.024
H -0.085716 3.949104 -4.429536 0.11 0.59 -0.99 -0.014
H 0.651957 3.665845 -2.832234 -2.05 -0.36 -0.89 -0.119
H 0.305648 1.668855 -5.030979 0.38 -0.16 -0.63 0.049
H 0.284652 0.997359 -3.450348 -0.63 1.10 0.09 -0.119
H 2.571772 2.482289 -3.109875 -0.80 0.48 -0.51 -0.314
H 2.581966 0.998165 -3.512067 -0.86 -0.86 -0.17 -0.510
H 2.507554 2.031365 -4.764515 0.42 0.40 0.16 -0.437
```
Positions in Å, forces in eV/Å.

Results
**HOMO-LUMO gap (alpha / beta)**: 4.8 / 12.0 eV
**Net charge**: 0
**E**: -5860.068 eV
**Largest force on an atom**: 4.26 eV/A
**Energy above the lowest of the compared OMol25 structures with the same formula, charge and spin**: 2.139 eV
**HOMO (alpha / beta)**: -0.138 / -0.410 hartree
**Spin multiplicity**: 2